# 1
ORCA calculation (ωB97M-V with the def2-TZVPD basis set) on a structure of composition C35H63BrIrN4O2P2Si4Te at a distorted geometry.

Properties
HOMO level (spin up / spin down): -0.4435 / -0.4415 Ha
max |F|: 2.8 eV/A
molecular weight: 1145.93 g/mol
LUMO level (spin up / spin down): -5.89 / -7.11 eV

Structure (ORCA input):
```
! RIJCOSX wB97M-V def2-TZVPD def2/J DEFGRID3
* xyz 2 2
Ir 1.688 -0.310 0.876
O 5.994 -3.960 2.463
C 5.837 -3.679 1.145
C 6.676 -4.197 0.165
C 6.454 -3.903 -1.168
C 5.380 -3.115 -1.547
C 4.555 -2.581 -0.575
C 4.781 -2.849 0.765
C 3.928 -2.164 1.825
O 3.709 -0.885 1.530
N 2.666 -2.915 1.947
N 1.555 -2.275 2.285
C 0.530 -2.954 2.680
C -0.716 -2.399 3.103
Br -0.750 -0.525 3.445
C -1.813 -3.120 3.395
C -3.057 -2.510 3.870
C -3.534 -2.800 5.145
C -4.626 -2.117 5.649
C -5.275 -1.165 4.879
C -4.849 -0.927 3.583
C -3.739 -1.582 3.085
H 6.772 -4.520 2.595
H 7.511 -4.821 0.453
H 7.129 -4.298 -1.911
H 5.207 -2.898 -2.591
H 3.731 -1.927 -0.832
H 4.468 -2.272 2.793
H 2.751 -3.900 2.193
H 0.580 -4.046 2.726
H -1.768 -4.199 3.305
H -3.026 -3.537 5.750
H -4.981 -2.340 6.642
H -6.110 -0.614 5.288
H -5.392 -0.237 2.956
H -3.404 -1.387 2.075
C 2.904 0.155 4.479
P 2.368 0.982 2.941
C 1.415 2.398 3.643
C 3.916 1.833 2.429
C 3.681 2.595 1.137
P 3.122 1.495 -0.243
C 2.615 2.836 -1.403
C 4.721 0.990 -0.973
H 3.243 0.911 5.188
H 3.722 -0.526 4.257
H 2.076 -0.399 4.916
H 2.020 2.928 4.376
H 0.516 2.027 4.128
H 1.116 3.087 2.856
H 4.673 1.065 2.278
H 4.245 2.500 3.229
H 4.594 3.100 0.807
H 2.908 3.356 1.289
H 3.399 3.590 -1.440
H 1.694 3.296 -1.052
H 2.455 2.448 -2.404
H 5.354 1.864 -1.133
H 4.552 0.484 -1.922
H 5.209 0.293 -0.296
C -5.183 0.609 -3.319
Si -3.839 -0.176 -2.223
C -2.758 -1.387 -3.234
C -4.658 -1.130 -0.794
Si -2.210 1.582 -1.567
Te -0.587 1.020 0.300
Si -1.327 2.891 -3.483
C -2.778 3.226 -4.669
C -0.490 4.544 -3.023
C -0.062 1.733 -4.334
Si -3.783 3.392 -0.220
C -5.066 4.112 -1.420
C -4.501 2.365 1.204
C -2.451 4.634 0.310
H -5.868 -0.157 -3.672
H -4.775 1.098 -4.195
H -5.775 1.339 -2.780
H -3.353 -2.210 -3.620
H -1.974 -1.813 -2.617
H -2.294 -0.901 -4.086
H -5.357 -1.863 -1.186
H -5.218 -0.481 -0.131
H -3.930 -1.668 -0.197
H -3.561 3.813 -4.200
H -3.228 2.310 -5.035
H -2.439 3.783 -5.537
H -1.187 5.373 -3.100
H 0.330 4.758 -3.704
H -0.084 4.545 -2.018
H -0.528 0.801 -4.641
H 0.769 1.495 -3.677
H 0.354 2.192 -5.227
H -5.748 3.359 -1.798
H -4.600 4.598 -2.271
H -5.667 4.862 -0.913
H -5.316 1.730 0.873
H -4.896 3.016 1.979
H -3.744 1.736 1.663
H -2.015 5.150 -0.538
H -1.651 4.138 0.852
H -2.872 5.390 0.967
C 0.474 -2.736 -4.296
N 0.688 -2.673 -2.877
C 0.808 -3.740 -2.039
C 1.052 -3.231 -0.800
N 1.071 -1.871 -0.860
C 0.852 -1.573 -2.126
H 1.285 -3.288 -4.777
H 0.443 -1.728 -4.707
H -0.467 -3.244 -4.516
H 0.721 -4.753 -2.369
H 1.227 -3.773 0.103
H 0.783 -0.582 -2.526
*
```

Mulliken atomic charge list, values in e, 5 entries: atom 1 (Ir): 3.982, atom 2 (O): -0.573, atom 3 (C): 0.806, atom 4 (C): -0.695, atom 5 (C): -0.794

---

# 2
ORCA calculation (ωB97M-V with the def2-TZVPD basis set) on the molecule C19H22N4O4S at a distorted geometry.

Properties
HOMO level: -0.2955 Ha
max |F|: 1.4 eV/A
molecular weight: 402.48 g/mol
ΔE to the lowest compared entry with this formula, charge and spin: 0.00 kcal/mol
SMILES string: COC(=O)[C@@H](C)Sc1nc2c(c(=O)n(C)c(=O)n2C)n1Cc1cccc(C)c1
LUMO level: 0.51 eV

Structure (ORCA input):
```
! RIJCOSX wB97M-V def2-TZVPD def2/J DEFGRID3
* xyz 0 1
C -4.025 -0.927 2.073
H -2.984 -1.108 2.345
H -4.449 -0.200 2.769
H -4.597 -1.851 2.092
O -4.102 -0.435 0.741
C -3.315 0.605 0.463
O -2.606 1.155 1.260
C -3.533 1.061 -0.971
C -4.559 2.185 -1.011
H -4.675 2.552 -2.029
H -5.519 1.817 -0.656
H -4.237 3.007 -0.376
H -3.842 0.211 -1.582
S -1.938 1.672 -1.620
C -0.995 0.281 -1.217
N -1.525 -0.803 -0.668
C -0.483 -1.649 -0.523
C 0.689 -1.077 -0.996
N 0.326 0.177 -1.452
C 1.210 1.199 -1.967
C 1.731 2.058 -0.839
C 1.063 3.213 -0.461
C 1.534 3.960 0.605
C 2.665 3.559 1.291
C 3.346 2.404 0.923
C 2.866 1.660 -0.146
H 3.380 0.759 -0.448
C 4.578 1.980 1.662
H 4.914 1.002 1.328
H 5.382 2.697 1.495
H 4.387 1.940 2.734
H 3.028 4.146 2.123
H 1.014 4.859 0.901
H 0.179 3.524 -0.997
H 2.037 0.690 -2.467
H 0.644 1.801 -2.683
C 1.933 -1.778 -1.005
O 3.003 -1.374 -1.426
N 1.796 -3.057 -0.455
C 0.643 -3.652 0.033
O 0.649 -4.778 0.478
N -0.518 -2.907 -0.017
C -1.751 -3.492 0.464
H -1.839 -4.507 0.077
H -1.748 -3.536 1.554
H -2.572 -2.872 0.115
C 2.986 -3.890 -0.390
H 3.808 -3.322 -0.817
H 3.198 -4.150 0.647
H 2.825 -4.809 -0.952
*
```

natural (NBO) atomic charge list, values in e, 5 entries: atom 1 (C): -0.263, atom 2 (H): 0.198, atom 3 (H): 0.193, atom 4 (H): 0.195, atom 5 (O): -0.514

---

# 3
ORCA calculation (ωB97M-V with the def2-TZVPD basis set) on a structure of composition C36H33As2IrN4O2S.

Properties
HOMO level: -0.4614 Ha
max |F|: 0.9 eV/A
molecular weight: 927.81 g/mol
ΔE to the lowest compared entry with this formula, charge and spin: 0.00 kcal/mol
LUMO level: -7.00 eV

Structure (ORCA input):
```
! RIJCOSX wB97M-V def2-TZVPD def2/J DEFGRID3
* xyz 2 1
Ir 1.032 -0.080 -0.323
N -5.549 2.790 -3.926
C -4.337 2.193 -3.808
C -3.231 2.665 -4.538
C -2.001 2.067 -4.412
C -1.846 0.979 -3.553
C -2.929 0.497 -2.817
C -4.158 1.099 -2.937
S -0.296 0.236 -3.401
O 0.578 0.675 -4.435
O -0.423 -1.162 -3.076
N 0.310 0.821 -1.943
C 0.540 2.105 -1.494
N 1.017 1.932 -0.230
C 1.371 2.983 0.502
C 1.212 4.240 -0.046
C 0.695 4.322 -1.336
N 0.357 3.262 -2.076
H -5.705 3.474 -4.644
H -6.364 2.365 -3.525
H -3.358 3.500 -5.216
H -1.155 2.424 -4.983
H -2.807 -0.363 -2.172
H -5.006 0.718 -2.380
H 1.754 2.802 1.498
H 1.477 5.125 0.511
H 0.549 5.290 -1.800
C 1.574 -1.613 2.969
C 0.085 -1.736 2.739
As -0.557 -0.472 1.394
C -1.012 1.190 2.212
C -0.593 1.469 3.509
C -0.870 2.710 4.066
C -1.556 3.663 3.325
C -1.970 3.381 2.028
C -1.696 2.146 1.465
C -2.143 -1.219 0.624
C -2.035 -2.209 -0.348
C -3.185 -2.788 -0.862
C -4.431 -2.377 -0.408
C -4.534 -1.389 0.563
C -3.391 -0.803 1.085
As 2.443 -1.305 1.244
C 4.276 -0.908 1.590
C 4.586 0.075 2.527
C 5.912 0.382 2.780
C 6.920 -0.286 2.095
C 6.607 -1.259 1.157
C 5.281 -1.574 0.897
C 2.228 -2.929 0.270
C 2.674 -4.190 0.647
C 2.357 -5.287 -0.142
C 1.597 -5.131 -1.296
C 1.140 -3.877 -1.681
C 1.466 -2.789 -0.889
H 1.990 -2.517 3.413
H 1.836 -0.773 3.613
H -0.502 -1.589 3.646
H -0.177 -2.713 2.329
H -0.069 0.726 4.099
H -0.560 2.929 5.079
H -1.777 4.627 3.764
H -2.513 4.124 1.458
H -2.021 1.929 0.452
H -1.072 -2.526 -0.723
H -3.106 -3.553 -1.623
H -5.327 -2.831 -0.810
H -5.506 -1.076 0.920
H -3.480 -0.037 1.845
H 3.805 0.600 3.068
H 6.162 1.138 3.511
H 7.956 -0.046 2.295
H 7.395 -1.775 0.625
H 5.040 -2.332 0.162
H 3.267 -4.321 1.544
H 2.708 -6.270 0.141
H 1.368 -5.993 -1.907
H 0.564 -3.737 -2.586
H 1.122 -1.816 -1.314
*
```

Mulliken atomic charge list, values in e, 5 entries: atom 1 (Ir): 1.684, atom 2 (N): -0.457, atom 3 (C): 1.055, atom 4 (C): -0.862, atom 5 (C): -0.435